{"formula": "C31H31N5O3Ru", "method": "the ωB97M-V functional and the def2-TZVPD basis", "e_homo_ha": [-0.378, -0.397], "spin_multiplicity": 6, "relative_energy_kcal_mol": 14.38, "s_squared": 8.79, "total_charge": 1, "e_tot_ev": -48820.0421, "e_lumo_ev": [-2.71, -5.34], "homo_lumo_gap_ev": [7.569, 5.476], "symbols": ["Ru", "C", "C", "C", "C", "C", "C", "C", "C", "N", "C", "O", "C", "C", "C", "C", "C", "N", "C", "O", "N", "C", "C", "C", "C", "C", "C", "C", "C", "H", "H", "H", "H", "H", "H", "H", "H", "H", "H", "H", "H", "H", "H", "H", "H", "H", "H", "H", "H", "H", "C", "C", "O", "N", "C", "C", "C", "C", "C", "C", "N", "H", "H", "H", "H", "H", "H", "H", "H", "H", "H"], "xyz": [[0.0055, 0.2035, 0.2998], [4.1032, 1.0600, -0.7025], [3.9690, -0.2174, 0.0765], [4.8897, -1.2440, -0.1094], [4.7826, -2.4379, 0.5872], [3.7510, -2.6134, 1.4961], [2.8146, -1.6081, 1.7138], [1.7341, -1.7871, 2.7446], [2.9271, -0.4151, 0.9890], [1.9105, 0.5715, 1.1519], [2.2861, 1.7803, 1.6359], [3.3906, 2.1311, 2.0125], [1.1351, 2.7619, 1.7028], [1.2229, 4.0180, 2.2863], [0.0740, 4.7914, 2.3562], [-1.1339, 4.2925, 1.8749], [-1.1217, 3.0299, 1.3136], [-0.0097, 2.3184, 1.2123], [-2.3457, 2.3093, 0.8509], [-3.4221, 2.8424, 0.7330], [-2.1274, 0.9617, 0.4925], [-3.1784, 0.0999, 0.6282], [-3.4588, -0.8075, -0.4424], [-2.7499, -0.6765, -1.7553], [-4.4895, -1.7108, -0.2958], [-5.2296, -1.7623, 0.8801], [-4.9519, -0.8927, 1.9278], [-3.9501, 0.0521, 1.8309], [-3.6405, 0.9245, 3.0131], [4.7288, 0.9110, -1.5823], [4.5523, 1.8405, -0.0859], [3.1292, 1.4377, -1.0269], [5.7043, -1.0963, -0.8091], [5.5082, -3.2257, 0.4310], [3.6731, -3.5363, 2.0587], [1.7980, -2.7745, 3.1999], [0.7327, -1.6876, 2.3205], [1.8244, -1.0401, 3.5349], [2.1752, 4.3491, 2.6765], [0.1097, 5.7749, 2.8059], [-2.0592, 4.8478, 1.9388], [-2.8758, 0.3257, -2.1674], [-3.1486, -1.3936, -2.4724], [-1.6761, -0.8528, -1.6792], [-4.7404, -2.3706, -1.1176], [-6.0296, -2.4844, 0.9792], [-5.5194, -0.9649, 2.8472], [-3.9627, 0.4324, 3.9289], [-4.1606, 1.8801, 2.9398], [-2.5727, 1.1291, 3.1064], [-0.7318, -4.0885, -1.0505], [0.0209, -2.7928, -1.0658], [-0.0795, -2.0039, -0.1116], [0.7644, -2.5162, -2.1429], [1.6102, -1.3307, -2.2322], [0.9014, -0.1161, -2.7837], [0.7527, 0.0706, -4.1493], [0.1235, 1.2119, -4.6163], [-0.3309, 2.1504, -3.7036], [-0.1556, 1.8922, -2.3583], [0.4381, 0.7822, -1.9017], [-0.7543, -4.4648, -0.0310], [-0.3001, -4.8359, -1.7137], [-1.7598, -3.8921, -1.3617], [0.8181, -3.2137, -2.8658], [2.4655, -1.5768, -2.8600], [2.0027, -1.1167, -1.2403], [1.1433, -0.6671, -4.8387], [0.0006, 1.3742, -5.6792], [-0.8121, 3.0647, -4.0210], [-0.4951, 2.5917, -1.6044]]}


{"formula": "C31H31OSn", "method": "the ωB97M-V functional and the def2-TZVPD basis", "e_homo_ha": -0.039, "total_charge": -1, "e_tot_ev": -40524.5409, "e_lumo_ev": 2.59, "homo_lumo_gap_ev": 3.660, "symbols": ["C", "C", "C", "C", "O", "C", "C", "C", "C", "C", "C", "C", "C", "C", "C", "C", "C", "C", "C", "C", "H", "H", "H", "H", "H", "H", "H", "H", "H", "H", "H", "H", "H", "H", "H", "C", "Sn", "C", "C", "C", "C", "C", "C", "C", "C", "C", "C", "C", "H", "H", "H", "H", "H", "H", "H", "H", "H", "H", "H", "H", "H", "H", "H", "H"], "xyz": [[6.6931, -3.9211, -0.5654], [5.6680, -4.4570, -1.3603], [4.8685, -3.6044, -2.1265], [5.1451, -2.2393, -2.0551], [4.2689, -1.3136, -2.6662], [2.9890, -1.0905, -2.2061], [2.7003, 0.1105, -1.5977], [1.4248, 0.3132, -1.0307], [0.4043, -0.5931, -1.1483], [-0.9415, -0.4213, -0.3372], [-1.9307, -1.6070, -0.7082], [-3.2624, -1.2391, -1.0499], [-4.2305, -2.2319, -1.2545], [-3.9686, -3.5925, -1.0429], [-2.6216, -3.9242, -0.9880], [-1.6007, -2.9619, -0.7421], [0.6260, -1.6244, -2.0965], [1.9277, -1.8844, -2.6068], [6.2535, -1.7220, -1.3968], [7.0232, -2.5741, -0.6295], [7.2522, -4.6025, 0.0812], [5.4637, -5.5270, -1.3819], [4.0870, -3.9843, -2.8076], [3.4493, 0.8507, -1.4852], [1.2503, 1.2338, -0.4865], [-1.4289, 0.5137, -0.8073], [-3.5573, -0.1615, -1.0105], [-5.2301, -1.8757, -1.4922], [-4.6926, -4.3794, -1.0627], [-2.3038, -4.9934, -1.0777], [-0.5828, -3.3405, -0.4903], [-0.1784, -2.3116, -2.4490], [2.0972, -2.6930, -3.2662], [6.4919, -0.6797, -1.5123], [7.8537, -2.1862, -0.0785], [-2.3169, 5.4855, 2.1586], [-1.0417, 4.1313, 1.0555], [-2.0351, 3.2583, -0.6268], [0.9085, 5.0164, 0.5858], [-0.5567, 2.0175, 2.2133], [-1.9462, 1.5716, 2.4540], [-2.1232, 0.3121, 1.9281], [-3.3480, -0.3051, 2.0198], [-4.3459, 0.2926, 2.8112], [-4.2245, 1.6098, 3.2432], [-2.9872, 2.2524, 3.1563], [-0.8079, -0.1686, 1.2375], [0.0553, 1.0094, 1.4471], [-1.7341, 5.9770, 2.9364], [-2.6761, 6.2137, 1.4324], [-3.1462, 4.9306, 2.5905], [-1.3177, 2.6634, -1.1739], [-2.8521, 2.6486, -0.2588], [-2.3958, 4.0868, -1.2226], [1.5591, 4.2149, 0.1992], [0.7030, 5.7831, -0.1805], [1.3101, 5.4634, 1.5103], [-0.0449, 2.6422, 2.9213], [-3.5075, -1.2516, 1.4858], [-5.2426, -0.2514, 2.9753], [-5.0789, 2.0999, 3.7998], [-2.8003, 3.1938, 3.6737], [-0.5018, -1.2439, 1.4412], [1.0877, 1.0612, 1.1220]]}


{"formula": "C31H32As2CoN5O2SSe5", "method": "the ωB97M-V functional and the def2-TZVPD basis", "e_homo_ha": [-0.146, -0.145], "spin_multiplicity": 4, "relative_energy_kcal_mol": 31.32, "s_squared": 3.82, "total_charge": -1, "e_tot_ev": -541083.8618, "e_lumo_ev": [2.11, 1.43], "homo_lumo_gap_ev": [6.089, 5.374], "symbols": ["Co", "C", "C", "C", "C", "C", "C", "C", "S", "O", "O", "N", "C", "C", "C", "C", "C", "C", "C", "C", "N", "C", "H", "H", "H", "H", "H", "H", "H", "H", "H", "H", "H", "H", "H", "Se", "Se", "Se", "Se", "C", "As", "C", "C", "C", "C", "C", "C", "C", "As", "C", "C", "H", "H", "H", "H", "H", "H", "H", "H", "H", "H", "H", "H", "H", "H", "H", "H", "Se", "N", "C", "C", "C", "C", "N", "C", "N", "H", "H", "H"], "xyz": [[1.3325, -0.1268, -0.1335], [2.4916, -5.9836, 1.1465], [2.6982, -4.6162, 0.5647], [3.1885, -3.5710, 1.3383], [3.4665, -2.3343, 0.7736], [3.2272, -2.1315, -0.5772], [2.6825, -3.1497, -1.3505], [2.4222, -4.3820, -0.7832], [3.8278, -0.6920, -1.4730], [4.7215, 0.0756, -0.6363], [4.3848, -1.1716, -2.7114], [2.4351, 0.1218, -1.7078], [2.3900, 1.2758, -2.3967], [3.3623, 1.6768, -3.3081], [3.2022, 2.8419, -4.0432], [2.0773, 3.6254, -3.9146], [1.0959, 3.2955, -2.9675], [-0.0511, 4.0796, -2.7240], [-0.9065, 3.7204, -1.7189], [-0.6188, 2.5855, -0.9508], [0.4194, 1.8095, -1.1629], [1.2650, 2.1321, -2.1643], [2.6049, -5.9675, 2.2275], [3.2201, -6.6810, 0.7295], [1.4965, -6.3585, 0.9041], [3.3596, -3.7142, 2.3953], [3.8963, -1.5452, 1.3773], [2.4925, -2.9596, -2.3974], [2.0166, -5.1788, -1.3935], [4.2405, 1.0602, -3.4141], [3.9866, 3.1394, -4.7258], [1.9426, 4.5108, -4.5186], [-0.2352, 4.9593, -3.3253], [-1.7878, 4.3029, -1.4869], [-1.2839, 2.3265, -0.1327], [2.7181, 1.3970, 0.7739], [3.5864, 1.2948, 2.7936], [1.2864, -1.5857, 3.4847], [0.2879, -0.8786, 1.6959], [-0.0539, 1.6955, 4.2442], [-0.4835, 1.9602, 2.3564], [0.0652, 3.8549, 2.2787], [-2.4564, 2.1295, 2.4839], [-3.0282, 3.0300, 3.3779], [-4.3996, 3.1222, 3.5340], [-5.2260, 2.2982, 2.7887], [-4.6683, 1.4089, 1.8900], [-3.2942, 1.3119, 1.7156], [-2.5518, 0.0694, 0.3661], [-3.3361, -1.5977, 1.0492], [-3.8593, 0.3730, -1.0918], [-0.5003, 2.4507, 4.8901], [1.0368, 1.7407, 4.3290], [-0.3679, 0.6978, 4.5555], [-0.4673, 4.4709, 3.0016], [-0.0678, 4.2696, 1.2801], [1.1291, 3.8567, 2.5198], [-2.3869, 3.6756, 3.9696], [-4.8251, 3.8144, 4.2496], [-6.3005, 2.3440, 2.9094], [-5.3211, 0.7655, 1.3117], [-4.3772, -1.4808, 1.3458], [-2.7585, -1.9399, 1.9104], [-3.2781, -2.3618, 0.2697], [-4.8937, 0.2467, -0.7736], [-3.6498, -0.3463, -1.8877], [-3.7319, 1.3770, -1.5006], [-0.7650, -4.3246, 0.9822], [-1.3955, -4.4871, -0.6828], [-1.0259, -3.4183, -1.3946], [-1.3150, -3.1748, -2.7401], [-0.9335, -1.9515, -3.2718], [-0.2609, -1.0243, -2.5010], [0.0880, -1.2511, -1.2237], [-0.2875, -2.4115, -0.6904], [0.0109, -2.7230, 0.5791], [-1.8398, -3.9163, -3.3208], [-1.1777, -1.6997, -4.2936], [0.0107, -0.0609, -2.9054]]}